C5H14AlClLaO | the ωB97M-V functional and the def2-TZVPD basis

CARTESIAN COORDINATES (ANGSTROEM)
La 0.8681 0.4970 -3.0497
Cl 0.9048 2.2150 -1.2020
C -1.0733 0.2029 -4.2506
C 2.8267 -0.6336 -3.4890
H -0.8166 -0.6108 -5.0350
H -1.7685 -0.1236 -3.4279
H -1.2290 1.2363 -4.6661
H 2.5701 -1.3392 -4.3714
H 2.9841 -1.1424 -2.4973
H 3.5162 0.2178 -3.7370
Al -0.1391 0.1384 1.7752
C -1.5118 1.2587 0.9044
C -0.4504 -1.7083 2.0920
H -2.0028 0.8135 0.0372
H -2.2639 1.4039 1.6735
H -1.1520 2.2413 0.5940
H 0.2285 -2.4839 2.4384
H -1.4748 -2.1193 2.0811
C -0.0041 -0.0043 4.8571
O -0.0092 -0.0628 3.4600
H -0.8885 0.5126 5.2725
H 0.8866 0.5112 5.2670
H -0.0010 -1.0206 5.2737

## Properties
2S+1: 1
Highest occupied orbital energy (spin up / spin down) in eV: -1.05 / -3.81
Max |F| in hartree/bohr: 0.0666
Energy above the lowest of the compared OMol25 structures with the same formula, charge and spin in kJ/mol: 161.7
Total charge: -1